Density functional theory data (ωB97M-V/def2-TZVPD) for a single C4H7N3 molecule.

**SMILES**: [H]/N=C(\C#N)NCC
**Molecular weight**: 97.1 g mol⁻¹
**Frontier orbital gap**: 10.3 eV
**Energy above the lowest of the compared OMol25 structures with the same formula, charge and spin**: 64.4 kJ/mol
**HOMO energy**: -9.70 eV

Geometry as ORCA input:
```
! wB97M-V def2-TZVPD RIJCOSX def2/J DEFGRID3
* xyz 0 1
C 0.54 -1.22 1.09
C -0.14 0.13 1.29
N -0.91 0.60 0.13
C -0.43 0.76 -1.14
N -0.90 1.64 -1.93
C 0.60 -0.16 -1.63
N 1.41 -0.82 -2.14
H 1.29 -1.20 0.29
H -0.20 -2.00 0.83
H 1.06 -1.51 2.01
H 0.60 0.88 1.60
H -0.86 0.03 2.10
H -1.58 1.33 0.34
H -0.49 1.54 -2.85
*
```